Here is a molecular structure, C12H16O3 from OMol25. Energies are from ωB97M-V with the def2-TZVPD basis set.

```
! RIJCOSX wB97M-V def2-TZVPD def2/J DEFGRID3
* xyz 0 1
C 2.10906 0.12859 -0.33900
C 3.07147 0.10761 -1.05025
C -1.24851 0.06272 -0.28240
C -0.32314 -0.75999 0.29280
C -0.41145 1.24373 -0.09723
C 0.65685 0.34525 0.59090
C 4.22316 0.04416 -1.92248
C -3.48037 -0.86350 0.23437
C -3.25412 1.10856 -1.32232
C 0.94103 -2.56757 1.03697
C 1.55323 1.79689 2.19762
C -2.61588 -0.18833 -0.83512
O -0.47197 2.42346 -0.31667
O -0.27778 -2.05932 0.51138
O 0.97900 0.53298 1.92314
H 4.31042 -0.94525 -2.36894
H 5.13060 0.26582 -1.36312
H 4.10691 0.78152 -2.71705
H -3.57564 -0.21556 1.10568
H -3.02770 -1.80133 0.54778
H -4.47440 -1.06763 -0.15763
H -3.37060 1.80617 -0.49695
H -4.23502 0.90549 -1.74756
H -2.63431 1.58054 -2.07992
H 0.73481 -3.58768 1.35471
H 1.28063 -1.96642 1.88134
H 1.71171 -2.56672 0.26179
H 0.85521 2.60487 1.96761
H 2.46811 1.93460 1.61218
H 1.78607 1.79685 3.26043
H -2.51740 -0.88048 -1.68204
*
```

Output
- Energy above the lowest of the compared OMol25 structures with the same formula, charge and spin: 394.6 kJ/mol
- Kohn-Sham gap: 9.863 eV
- LUMO energy: 0.029 hartree